{"formula": "C90H190N10O10", "method": "ωB97M-V with the def2-TZVPD basis set", "homo_lumo_gap_ev": 8.2, "charge": 0, "total_energy_ev": -131774.24890, "lumo_energy_ev": 0.3, "smiles": "CC1(C)CCCC(C)(C)N1O.CC1(C)CCCC(C)(C)N1O.CC1(C)CCCC(C)(C)N1O.CC1(C)CCCC(C)(C)N1O.CC1(C)CCCC(C)(C)N1O.CC1(C)CCCC(C)(C)N1O.CC1(C)CCCC(C)(C)N1O.CC1(C)CCCC(C)(C)N1O.CC1(C)CCCC(C)(C)N1O.CC1(C)CCCC(C)(C)N1O", "e_homo_ha": -0.2885, "species": ["C", "C", "C", "C", "C", "C", "C", "C", "C", "N", "O", "H", "H", "H", "H", "H", "H", "H", "H", "H", "H", "H", "H", "H", "H", "H", "H", "H", "H", "H", "C", "C", "C", "C", "C", "C", "C", "C", "C", "N", "O", "H", "H", "H", "H", "H", "H", "H", "H", "H", "H", "H", "H", "H", "H", "H", "H", "H", "H", "H", "C", "C", "C", "C", "C", "C", "C", "C", "C", "N", "O", "H", "H", "H", "H", "H", "H", "H", "H", "H", "H", "H", "H", "H", "H", "H", "H", "H", "H", "H", "C", "C", "C", "C", "C", "C", "C", "C", "C", "N", "O", "H", "H", "H", "H", "H", "H", "H", "H", "H", "H", "H", "H", "H", "H", "H", "H", "H", "H", "H", "C", "C", "C", "C", "C", "C", "C", "C", "C", "N", "O", "H", "H", "H", "H", "H", "H", "H", "H", "H", "H", "H", "H", "H", "H", "H", "H", "H", "H", "H", "C", "C", "C", "C", "C", "C", "C", "C", "C", "N", "O", "H", "H", "H", "H", "H", "H", "H", "H", "H", "H", "H", "H", "H", "H", "H", "H", "H", "H", "H", "C", "C", "C", "C", "C", "C", "C", "C", "C", "N", "O", "H", "H", "H", "H", "H", "H", "H", "H", "H", "H", "H", "H", "H", "H", "H", "H", "H", "H", "H", "C", "C", "C", "C", "C", "C", "C", "C", "C", "N", "O", "H", "H", "H", "H", "H", "H", "H", "H", "H", "H", "H", "H", "H", "H", "H", "H", "H", "H", "H", "C", "C", "C", "C", "C", "C", "C", "C", "C", "N", "O", "H", "H", "H", "H", "H", "H", "H", "H", "H", "H", "H", "H", "H", "H", "H", "H", "H", "H", "H", "C", "C", "C", "C", "C", "C", "C", "C", "C", "N", "O", "H", "H", "H", "H", "H", "H", "H", "H", "H", "H", "H", "H", "H", "H", "H", "H", "H", "H", "H"], "xyz": [[-16.259, -9.452, 20.719], [-16.504, -8.149, 21.515], [-15.300, -8.027, 22.443], [-16.452, -7.075, 20.416], [-17.358, -5.837, 20.637], [-18.677, -6.214, 21.268], [-18.583, -7.087, 22.532], [-17.921, -6.280, 23.651], [-20.027, -7.460, 22.856], [-17.826, -8.273, 22.125], [-17.775, -9.236, 23.165], [-17.021, -9.713, 19.981], [-15.355, -9.311, 20.117], [-16.078, -10.323, 21.355], [-14.394, -8.091, 21.842], [-15.248, -7.114, 23.048], [-15.269, -8.746, 23.266], [-15.445, -6.644, 20.426], [-16.554, -7.375, 19.373], [-16.784, -5.132, 21.243], [-17.527, -5.389, 19.655], [-19.256, -6.830, 20.570], [-19.270, -5.317, 21.461], [-18.559, -5.398, 23.785], [-16.913, -5.941, 23.437], [-17.921, -6.796, 24.613], [-20.572, -6.528, 22.986], [-20.073, -8.032, 23.789], [-20.424, -8.153, 22.116], [-18.231, -9.987, 22.776], [-16.831, -3.867, 14.304], [-16.515, -2.365, 14.373], [-16.077, -1.883, 13.000], [-17.792, -1.593, 14.721], [-18.279, -1.890, 16.150], [-17.143, -1.454, 17.082], [-15.777, -2.117, 16.812], [-14.797, -1.152, 17.500], [-15.725, -3.476, 17.495], [-15.487, -2.077, 15.383], [-14.287, -2.715, 15.035], [-17.507, -4.161, 13.502], [-15.884, -4.392, 14.138], [-17.184, -4.257, 15.256], [-15.095, -2.312, 12.770], [-16.736, -2.293, 12.231], [-15.959, -0.812, 12.832], [-17.604, -0.519, 14.644], [-18.579, -1.871, 14.017], [-19.095, -1.175, 16.275], [-18.587, -2.930, 16.228], [-17.464, -1.648, 18.107], [-17.100, -0.372, 16.941], [-13.792, -1.598, 17.489], [-14.994, -1.060, 18.571], [-14.769, -0.176, 17.025], [-14.730, -3.916, 17.380], [-16.414, -4.241, 17.130], [-15.975, -3.397, 18.556], [-13.637, -2.012, 14.919], [-13.169, -10.626, 16.131], [-13.026, -9.127, 16.353], [-14.319, -8.570, 16.952], [-11.903, -8.952, 17.394], [-11.263, -7.583, 17.413], [-10.851, -7.177, 16.042], [-11.986, -7.214, 15.024], [-12.924, -5.996, 15.098], [-11.376, -7.055, 13.633], [-12.651, -8.512, 15.086], [-13.744, -8.600, 14.192], [-13.136, -11.276, 17.016], [-14.147, -10.848, 15.697], [-12.354, -11.058, 15.546], [-15.187, -8.931, 16.390], [-14.475, -8.940, 17.968], [-14.430, -7.487, 16.966], [-12.262, -9.293, 18.364], [-11.077, -9.628, 17.134], [-11.939, -6.748, 17.669], [-10.504, -7.450, 18.189], [-10.129, -7.815, 15.514], [-10.459, -6.157, 16.039], [-13.605, -5.941, 15.952], [-13.630, -5.996, 14.267], [-12.320, -5.087, 15.082], [-12.104, -6.805, 12.855], [-10.901, -7.943, 13.189], [-10.584, -6.304, 13.606], [-13.332, -8.618, 13.320], [-5.884, -6.833, 13.036], [-6.615, -5.728, 12.267], [-7.996, -5.473, 12.853], [-5.755, -4.468, 12.356], [-5.994, -3.481, 11.230], [-5.782, -4.147, 9.874], [-6.742, -5.341, 9.689], [-8.123, -4.753, 9.388], [-6.194, -6.110, 8.489], [-6.653, -6.172, 10.866], [-7.334, -7.395, 10.691], [-4.866, -6.910, 12.654], [-5.840, -6.585, 14.100], [-6.355, -7.810, 12.929], [-8.510, -4.583, 12.494], [-8.649, -6.320, 12.628], [-7.950, -5.404, 13.944], [-6.043, -3.969, 13.290], [-4.689, -4.682, 12.462], [-7.017, -3.104, 11.247], [-5.289, -2.654, 11.337], [-4.741, -4.450, 9.756], [-6.063, -3.400, 9.130], [-8.130, -4.107, 8.508], [-8.458, -4.200, 10.269], [-8.966, -5.429, 9.210], [-5.200, -6.482, 8.737], [-6.193, -5.473, 7.602], [-6.831, -6.945, 8.186], [-6.633, -8.045, 10.582], [-6.997, -9.744, 21.559], [-6.802, -10.405, 20.186], [-6.906, -11.936, 20.329], [-7.929, -9.872, 19.293], [-7.661, -10.066, 17.797], [-6.355, -9.372, 17.404], [-5.216, -9.975, 18.211], [-4.887, -11.408, 17.733], [-3.948, -9.148, 17.971], [-5.512, -9.972, 19.634], [-4.417, -10.413, 20.419], [-6.715, -8.693, 21.470], [-8.071, -9.759, 21.752], [-6.450, -10.219, 22.375], [-7.038, -12.477, 19.400], [-5.990, -12.275, 20.823], [-7.670, -12.171, 21.076], [-8.844, -10.409, 19.546], [-7.978, -8.810, 19.556], [-7.438, -11.116, 17.601], [-8.513, -9.679, 17.239], [-6.482, -8.288, 17.498], [-6.098, -9.519, 16.351], [-4.771, -11.381, 16.645], [-5.684, -12.136, 17.900], [-4.037, -11.874, 18.227], [-3.039, -9.595, 18.369], [-4.056, -8.213, 18.533], [-3.829, -8.887, 16.919], [-4.598, -10.004, 21.271], [-4.170, -4.337, 18.073], [-5.652, -4.005, 18.213], [-5.876, -2.576, 17.687], [-6.437, -4.973, 17.344], [-7.923, -4.920, 17.552], [-8.213, -5.273, 19.016], [-7.458, -4.442, 20.063], [-8.231, -3.124, 20.203], [-7.390, -5.238, 21.360], [-6.090, -4.161, 19.598], [-5.434, -3.212, 20.412], [-3.542, -3.661, 18.658], [-4.030, -5.266, 18.641], [-3.828, -4.402, 17.046], [-5.554, -1.815, 18.400], [-5.324, -2.387, 16.762], [-6.921, -2.334, 17.480], [-6.285, -4.766, 16.275], [-6.018, -5.980, 17.455], [-8.307, -3.902, 17.404], [-8.585, -5.528, 16.935], [-7.856, -6.312, 19.089], [-9.285, -5.278, 19.215], [-7.795, -2.409, 20.902], [-9.309, -3.258, 20.295], [-8.142, -2.535, 19.281], [-6.843, -6.184, 21.311], [-8.375, -5.605, 21.660], [-6.899, -4.583, 22.081], [-4.912, -3.739, 21.024], [-22.369, -10.828, 16.625], [-21.017, -10.287, 16.170], [-19.950, -11.335, 16.505], [-21.090, -9.976, 14.684], [-20.060, -9.001, 14.147], [-19.973, -7.705, 14.996], [-19.953, -7.914, 16.499], [-18.531, -8.318, 16.940], [-20.388, -6.609, 17.184], [-20.825, -9.022, 16.881], [-21.084, -9.065, 18.263], [-23.146, -10.097, 16.364], [-22.676, -11.737, 16.107], [-22.480, -10.869, 17.706], [-20.065, -12.224, 15.875], [-18.902, -11.071, 16.357], [-20.066, -11.678, 17.537], [-20.973, -10.915, 14.131], [-22.099, -9.652, 14.416], [-19.051, -9.423, 14.176], [-20.308, -8.656, 13.144], [-20.675, -6.976, 14.586], [-19.009, -7.266, 14.705], [-18.533, -8.631, 17.986], [-17.739, -7.563, 16.867], [-18.193, -9.097, 16.257], [-20.255, -5.794, 16.471], [-19.812, -6.385, 18.083], [-21.448, -6.623, 17.434], [-20.213, -9.193, 18.670], [-13.579, -4.554, 11.327], [-14.301, -5.356, 10.249], [-15.482, -4.452, 9.803], [-13.444, -5.721, 9.060], [-14.210, -6.512, 7.986], [-14.709, -7.840, 8.608], [-15.401, -7.655, 9.963], [-16.898, -7.336, 9.762], [-15.281, -8.984, 10.709], [-14.710, -6.661, 10.786], [-15.289, -6.534, 12.074], [-12.562, -4.939, 11.458], [-13.473, -3.533, 10.957], [-14.139, -4.574, 12.254], [-16.113, -5.000, 9.113], [-16.161, -4.269, 10.643], [-15.101, -3.492, 9.464], [-12.967, -4.880, 8.548], [-12.629, -6.320, 9.485], [-15.123, -5.991, 7.705], [-13.472, -6.638, 7.198], [-13.825, -8.481, 8.626], [-15.448, -8.265, 7.927], [-17.504, -8.244, 9.807], [-17.108, -6.745, 8.874], [-17.264, -6.795, 10.639], [-14.242, -9.138, 11.022], [-15.510, -9.820, 10.042], [-15.903, -9.125, 11.595], [-14.812, -7.211, 12.566], [-13.170, 0.375, 13.706], [-11.668, 0.199, 13.508], [-11.185, 0.775, 12.154], [-11.036, 1.081, 14.597], [-9.630, 0.740, 15.081], [-9.533, -0.766, 15.218], [-9.877, -1.557, 13.964], [-8.831, -1.387, 12.859], [-9.818, -3.022, 14.379], [-11.275, -1.204, 13.683], [-11.972, -2.040, 12.761], [-13.642, -0.400, 14.303], [-13.417, 1.299, 14.229], [-13.703, 0.411, 12.753], [-11.155, -0.035, 11.424], [-11.879, 1.537, 11.787], [-10.235, 1.307, 12.201], [-11.254, 2.148, 14.519], [-11.632, 0.898, 15.518], [-9.042, 0.980, 14.174], [-9.241, 1.358, 15.882], [-10.191, -1.059, 16.045], [-8.512, -0.991, 15.549], [-7.857, -1.717, 13.204], [-8.821, -0.384, 12.426], [-9.235, -1.898, 11.975], [-10.562, -3.287, 15.144], [-8.889, -3.430, 14.773], [-10.123, -3.607, 13.505], [-12.047, -2.877, 13.233], [-17.374, -16.272, 17.928], [-16.865, -15.514, 16.698], [-17.733, -14.322, 16.346], [-15.476, -14.939, 17.020], [-14.341, -15.955, 17.039], [-14.278, -16.795, 15.789], [-15.645, -17.347, 15.397], [-15.576, -17.754, 13.915], [-15.894, -18.692, 16.144], [-16.674, -16.329, 15.497], [-17.896, -16.709, 14.924], [-16.553, -16.847, 18.364], [-17.700, -15.606, 18.726], [-18.145, -16.988, 17.641], [-18.050, -13.796, 17.252], [-17.268, -13.692, 15.588], [-18.719, -14.534, 15.917], [-15.178, -14.061, 16.448], [-15.525, -14.592, 18.061], [-13.388, -15.492, 17.315], [-14.432, -16.640, 17.895], [-13.609, -17.655, 15.894], [-13.863, -16.297, 14.906], [-14.781, -18.487, 13.768], [-15.353, -16.919, 13.240], [-16.517, -18.112, 13.500], [-15.675, -18.546, 17.208], [-15.202, -19.420, 15.731], [-16.910, -19.094, 16.166], [-18.131, -17.564, 15.308]]}